Run P
The ion C5H9N2 with charge +1, computed with the ωB97M-V functional and the def2-TZVPD basis.

Atoms and positions in Å:
H (-2.293, 0.764, -0.646)
C (0.276, -1.526, 0.918)
H (-1.799, -1.415, 1.096)
H (-1.058, 0.006, 1.839)
C (0.012, 1.706, -1.790)
N (-0.259, 0.819, -0.759)
H (0.279, 2.794, -1.459)
H (-0.790, 1.746, -2.638)
C (-1.309, 0.408, -0.207)
H (0.342, -1.916, -0.048)
C (-0.986, -0.569, 0.936)
H (2.420, -1.521, 1.282)
N (1.702, -0.836, 1.047)
H (1.029, 1.404, -2.266)
H (0.361, -2.172, 1.812)
C (2.072, 0.308, 0.884)

Results
- E_HOMO (spin up / spin down): -13.41 / -13.41 eV
- Kohn-Sham gap (spin up / spin down): 0.2624 / 0.2624 hartree
- Net charge: +1
- Multiplicity: 1
- Molar mass: 97.14 u

natural (NBO) atomic charge list, values in e, 6 entries: atom 1 (H): 0.2139, atom 2 (C): -0.1512, atom 3 (H): 0.2663, atom 4 (H): 0.2519, atom 5 (C): -0.4691, atom 6 (N): -0.4294

=====

Run Q
The ion C5H9N2 with charge +1, computed with the ωB97M-V functional and the def2-TZVPD basis.

Atoms and positions in Å:
N (-0.118, -0.747, 0.022)
C (1.248, -0.894, -0.087)
N (0.740, 1.398, -0.193)
H (-1.538, 2.138, 0.801)
C (-0.350, 0.832, -0.162)
H (-0.626, -2.641, 0.066)
C (1.869, 0.545, 0.041)
H (-2.279, 0.573, 0.465)
H (1.802, -1.531, 0.627)
C (-1.658, 1.393, -0.064)
H (2.052, 0.709, 1.132)
H (2.694, 0.600, -0.548)
H (-2.193, 1.693, -0.967)
H (-2.061, -1.241, -0.091)
H (1.468, -1.231, -1.103)
C (-1.051, -1.598, 0.061)

Results
- E_HOMO: -15.13 eV
- Kohn-Sham gap: 0.3679 hartree
- Net charge: +1
- Multiplicity: 1
- SMILES: C=[N+]1CCN=C1C
- Molar mass: 97.14 u

natural (NBO) atomic charge list, values in e, 6 entries: atom 1 (N): -0.2690, atom 2 (C): -0.2957, atom 3 (N): -0.3046, atom 4 (H): 0.2951, atom 5 (C): 0.4279, atom 6 (H): 0.2422

=====

Least stable of them? run P.

=====

Run P
A structure of composition C5H9N2, computed with the ωB97M-V functional and the def2-TZVPD basis.

Atoms and positions in Å:
H (-2.295, -0.681, -0.582)
H (-1.019, -0.028, 1.541)
C (-1.118, 0.527, 0.669)
H (-0.991, 1.531, 0.923)
C (-0.141, 0.053, -0.271)
C (-2.428, 0.304, -0.096)
H (-0.114, 0.451, -1.275)
H (0.625, -1.810, -0.957)
C (0.535, -1.215, -0.072)
N (1.576, -0.254, 0.401)
H (4.681, 1.050, -0.274)
H (-2.676, 0.919, -1.023)
N (2.683, 0.113, -0.037)
H (-3.419, 0.310, 0.499)
C (3.697, 0.625, -0.207)
H (0.403, -1.894, 0.762)

Results
- E_HOMO (spin up / spin down): -14.43 / -14.43 eV
- Kohn-Sham gap (spin up / spin down): 0.3582 / 0.3582 hartree
- Net charge: +1
- Multiplicity: 1
- Molar mass: 97.14 u

natural (NBO) atomic charge list, values in e, 6 entries: atom 1 (H): 0.2065, atom 2 (H): 0.2344, atom 3 (C): -0.4836, atom 4 (H): 0.2504, atom 5 (C): 0.1882, atom 6 (C): -0.6199

=====

Run Q
A cluster of 2 separate species, C5H9N2 in total, computed with the ωB97M-V functional and the def2-TZVPD basis.

Atoms and positions in Å:
H (-2.147, -0.364, -1.459)
H (3.448, -0.870, -1.247)
C (0.554, -0.273, -0.022)
H (-2.795, -0.616, 0.203)
C (-1.905, -0.370, -0.310)
H (-0.674, -1.474, 1.007)
H (-1.799, 1.929, -0.181)
H (2.667, 0.661, 1.189)
H (0.540, 1.859, 0.023)
C (-0.727, -1.222, -0.030)
C (2.806, 0.177, 0.280)
N (0.075, 0.924, 0.132)
H (-0.619, -2.075, -0.665)
H (-1.693, 1.052, 1.287)
N (3.639, -0.327, -0.415)
C (-1.371, 0.988, 0.207)

Results
- E_HOMO: -14.09 eV
- Kohn-Sham gap: 0.3507 hartree
- Net charge: +1
- Multiplicity: 1
- Molar mass: 97.14 u

natural (NBO) atomic charge list, values in e, 6 entries: atom 1 (H): 0.2276, atom 2 (H): 0.4409, atom 3 (C): 0.2663, atom 4 (H): 0.2502, atom 5 (C): -0.4135, atom 6 (H): 0.2421

=====

Run R
The ion C5H9N2 with charge +1, computed with the ωB97M-V functional and the def2-TZVPD basis.

Atoms and positions in Å:
H (0.529, 2.745, 1.295)
C (0.262, -1.151, -1.618)
C (1.922, 1.060, 1.325)
H (-1.652, -1.492, -0.079)
C (0.721, 1.676, 1.209)
N (-0.471, 1.102, 1.080)
H (2.332, 0.098, 1.086)
H (-0.681, -1.721, -1.638)
H (0.974, -1.318, -2.440)
C (-0.744, 0.224, 0.247)
C (-1.922, -0.468, 0.073)
H (-2.553, -0.480, 0.954)
H (1.030, 0.535, -0.785)
H (-2.459, -0.005, -0.684)
N (0.258, -0.152, -0.800)
H (2.693, 1.690, 1.649)

Results
- E_HOMO (spin up / spin down): -13.51 / -13.51 eV
- Kohn-Sham gap (spin up / spin down): 0.2823 / 0.2823 hartree
- Net charge: +1
- Multiplicity: 1
- SMILES: C=C/N=C(/C)[NH+]=C
- Molar mass: 97.14 u

natural (NBO) atomic charge list, values in e, 6 entries: atom 1 (H): 0.2381, atom 2 (C): 0.1223, atom 3 (C): -0.4291, atom 4 (H): 0.2248, atom 5 (C): -0.0561, atom 6 (N): -0.3256

=====

Run S
A cluster of 2 separate species, C5H9N2 in total, computed with the ωB97M-V functional and the def2-TZVPD basis.

Atoms and positions in Å:
H (0.888, 1.272, 1.433)
C (-1.782, -0.730, -1.096)
H (2.132, 0.681, 2.373)
H (1.757, 2.617, -1.634)
C (1.051, -0.827, 1.460)
H (1.574, -1.689, 1.911)
H (-1.266, 0.891, 0.377)
H (-1.464, -1.364, -1.891)
N (1.357, 0.405, 1.864)
C (-0.888, 0.293, -0.515)
H (-2.324, -1.328, -0.398)
H (0.118, -1.869, -0.163)
N (0.229, -1.120, 0.509)
C (1.052, 1.849, -1.453)
H (-2.591, -0.147, -1.615)
C (0.156, 1.066, -1.162)

Results
- E_HOMO: -14.38 eV
- Kohn-Sham gap: 0.3585 hartree
- Net charge: +1
- Multiplicity: 1
- Molar mass: 97.14 u

natural (NBO) atomic charge list, values in e, 6 entries: atom 1 (H): 0.4200, atom 2 (C): -0.7028, atom 3 (H): 0.4287, atom 4 (H): 0.2637, atom 5 (C): 0.3719, atom 6 (H): 0.2248

=====

Least stable of them? run P.

=====

Run P
A structure of composition C5H9N2, computed with the ωB97M-V functional and the def2-TZVPD basis.

Atoms and positions in Å:
H (0.489, 1.389, -0.225)
H (-1.394, 0.187, -1.470)
H (-2.412, 1.541, -1.057)
H (-3.141, -0.018, -1.417)
H (2.241, -0.452, 1.800)
C (0.365, 0.381, 0.125)
C (-2.296, 0.462, -0.916)
H (-2.866, -0.233, 1.083)
H (2.872, -1.761, -1.055)
C (-1.988, 0.012, 0.492)
N (2.088, -1.369, -0.516)
N (1.879, 0.271, 1.161)
C (2.306, -0.161, -0.080)
C (-0.642, -0.107, 0.893)
H (-0.471, -0.648, 1.801)
H (2.972, 0.506, -0.617)

Results
- E_HOMO: -14.01 eV
- Kohn-Sham gap: 0.2462 hartree
- Net charge: +1
- Multiplicity: 1
- Molar mass: 97.14 u

natural (NBO) atomic charge list, values in e, 6 entries: atom 1 (H): 0.2630, atom 2 (H): 0.2308, atom 3 (H): 0.2888, atom 4 (H): 0.2846, atom 5 (H): 0.4181, atom 6 (C): 0.2283

=====

Run Q
A cluster of 2 separate species, C5H9N2 in total, computed with the ωB97M-V functional and the def2-TZVPD basis.

Atoms and positions in Å:
C (0.859, 1.505, -3.116)
C (-0.925, -0.572, 1.880)
N (1.518, -1.400, 1.267)
H (1.514, -1.793, 2.216)
H (-2.052, 0.285, 0.363)
C (-0.041, 0.351, 0.207)
H (-1.855, -1.329, 1.941)
N (-1.293, 0.558, 0.885)
C (0.435, 0.705, -2.189)
H (1.259, 1.014, -4.082)
H (-0.803, -0.069, 2.912)
H (-1.588, 1.439, 1.337)
H (0.314, -0.392, -2.248)
H (0.670, 2.547, -2.992)
H (1.673, -2.165, 0.588)
C (0.315, -0.685, 1.031)

Results
- E_HOMO: -13.21 eV
- Kohn-Sham gap: 0.3012 hartree
- Net charge: +1
- Multiplicity: 1
- Molar mass: 97.14 u

natural (NBO) atomic charge list, values in e, 6 entries: atom 1 (C): -0.4826, atom 2 (C): -0.2410, atom 3 (N): -0.7941, atom 4 (H): 0.3915, atom 5 (H): 0.4098, atom 6 (C): 0.0548

=====

Least stable of them? run Q.

=====

Run P
A structure of composition C5H9N2, computed with the ωB97M-V functional and the def2-TZVPD basis.

Atoms and positions in Å:
H (2.244, 0.884, -1.156)
C (-1.448, 0.089, 0.781)
C (0.334, -0.118, -0.275)
H (-1.884, -0.769, 1.218)
H (-1.203, -1.324, -0.985)
N (1.097, -1.291, 0.387)
H (-1.407, 0.227, -1.170)
N (-1.053, -0.478, -0.525)
C (0.028, 0.364, 1.135)
H (0.364, 1.382, 1.472)
C (1.131, 0.690, -1.517)
H (1.180, -0.021, -2.397)
H (0.503, 1.515, -1.907)
H (1.311, -1.275, 2.513)
H (-2.046, 0.956, 0.901)
C (0.850, -0.831, 1.526)

Results
- E_HOMO: -14.46 eV
- Kohn-Sham gap: 0.4059 hartree
- Net charge: +1
- Multiplicity: 1
- Molar mass: 97.14 u

natural (NBO) atomic charge list, values in e, 6 entries: atom 1 (H): 0.2810, atom 2 (C): -0.2051, atom 3 (C): 0.2710, atom 4 (H): 0.2365, atom 5 (H): 0.4566, atom 6 (N): -0.3600

=====

Run Q
A structure of composition C5H9N2, computed with the ωB97M-V functional and the def2-TZVPD basis.

Atoms and positions in Å:
H (3.507, 1.658, 1.893)
H (0.699, -1.318, -0.433)
C (2.832, 1.110, 1.297)
C (-0.708, 0.303, -0.932)
N (0.462, 1.207, 1.106)
H (-2.541, 0.881, -0.176)
H (-0.259, 1.174, 0.021)
C (-1.686, -1.304, -0.050)
H (-0.438, 0.926, -1.826)
C (-0.339, -1.140, -0.837)
N (1.609, 1.234, 1.107)
C (-1.905, 0.115, -0.376)
H (3.194, 0.376, 0.644)
H (-0.428, -1.482, -1.931)
H (-2.416, -2.006, -0.491)
H (-1.582, -1.735, 0.984)

Results
- E_HOMO (spin up / spin down): -13.91 / -13.91 eV
- Kohn-Sham gap (spin up / spin down): 0.3115 / 0.3115 hartree
- Net charge: +1
- Multiplicity: 1
- Molar mass: 97.14 u

natural (NBO) atomic charge list, values in e, 6 entries: atom 1 (H): 0.2719, atom 2 (H): 0.2246, atom 3 (C): -0.2377, atom 4 (C): -0.4680, atom 5 (N): -0.1093, atom 6 (H): 0.2190

=====

Least stable of them? run Q.

=====

Run P
The ion C5H9N2 with charge +1, computed with the ωB97M-V functional and the def2-TZVPD basis.

Atoms and positions in Å:
C (-1.861, -1.039, -0.037)
N (-2.634, 0.165, 0.133)
N (0.618, 0.157, 0.395)
H (1.662, 1.231, -0.935)
H (0.377, 0.380, 1.426)
H (1.480, -1.247, -0.999)
C (-1.683, 1.010, 0.088)
H (-0.306, 0.475, -1.542)
H (2.598, 1.081, 0.565)
H (-1.637, 2.028, 0.304)
H (2.173, -1.260, 0.755)
C (1.676, -0.714, -0.012)
C (1.852, 0.732, -0.106)
C (-0.505, 0.135, -0.447)
H (-2.205, -1.859, -0.580)
H (-1.605, -1.275, 0.992)

Results
- E_HOMO: -14.21 eV
- Kohn-Sham gap: 0.3864 hartree
- Net charge: +1
- Multiplicity: 1
- SMILES: C1=NC[C@@H]1[NH+]1CC1
- Molar mass: 97.14 u

natural (NBO) atomic charge list, values in e, 6 entries: atom 1 (C): -0.1530, atom 2 (N): -0.3069, atom 3 (N): -0.3830, atom 4 (H): 0.2258, atom 5 (H): 0.4692, atom 6 (H): 0.2615

=====

Run Q
A structure of composition C5H9N2, computed with the ωB97M-V functional and the def2-TZVPD basis.

Atoms and positions in Å:
C (-0.286, 0.138, 0.427)
H (-0.864, 0.600, -1.666)
N (0.392, -1.195, 0.135)
H (0.567, 2.184, 0.059)
H (1.015, 1.458, 1.542)
N (1.984, 0.629, -0.078)
C (0.790, 1.217, 0.534)
C (1.984, -0.557, -0.530)
C (-0.544, -2.179, 0.166)
H (-1.550, -1.960, 0.524)
H (-2.090, -0.330, -0.715)
H (2.871, 1.138, -0.448)
H (-1.744, 1.450, -0.508)
H (-0.270, -3.188, -0.167)
H (-0.920, 0.136, 1.396)
C (-1.332, 0.458, -0.670)

Results
- E_HOMO: -14.75 eV
- Kohn-Sham gap: 0.3567 hartree
- Net charge: +1
- Multiplicity: 1
- Molar mass: 97.14 u

natural (NBO) atomic charge list, values in e, 6 entries: atom 1 (C): -0.1007, atom 2 (H): 0.2291, atom 3 (N): -0.3632, atom 4 (H): 0.2485, atom 5 (H): 0.2402, atom 6 (N): -0.6153

=====

Least stable of them? run P.

=====

Run P
A structure of composition CH3Cl2NOS, computed with the ωB97M-V functional and the def2-TZVPD basis.

Atoms and positions in Å:
N (-2.562, 0.172, 0.732)
C (1.415, 0.522, 0.198)
Cl (-2.090, -1.203, -0.016)
H (0.618, 0.476, 1.033)
O (-0.044, -1.394, -0.891)
H (1.895, 1.481, -0.038)
S (0.685, -0.194, -1.333)
Cl (2.940, -0.531, 0.414)
H (-2.859, 0.671, -0.099)

Results
- E_HOMO (spin up / spin down): -9.14 / -9.26 eV
- Kohn-Sham gap (spin up / spin down): 0.3058 / 0.2876 hartree
- Multiplicity: 1
- Molar mass: 148.01 u

natural (NBO) atomic charge list, values in e, 6 entries: atom 1 (N): -0.5754, atom 2 (C): -0.5964, atom 3 (Cl): 0.3078, atom 4 (H): 0.2670, atom 5 (O): -0.7835, atom 6 (H): 0.2419

=====

Run Q
A cluster of 2 separate species, CH3Cl2NOS in total, computed with the ωB97M-V functional and the def2-TZVPD basis.

Atoms and positions in Å:
H (2.329, 1.391, -1.570)
H (-1.335, 0.896, 1.456)
Cl (-2.598, -0.939, 1.143)
Cl (1.690, -0.658, -1.736)
C (-1.209, 0.106, 0.866)
N (1.450, 0.908, -1.493)
H (-1.397, 0.514, -0.119)
O (0.648, -1.548, 0.161)
S (0.421, -0.670, 1.293)

Results
- E_HOMO (spin up / spin down): -8.99 / -9.59 eV
- Kohn-Sham gap (spin up / spin down): 0.2979 / 0.3081 hartree
- Multiplicity: 1
- Molar mass: 148.01 u

natural (NBO) atomic charge list, values in e, 6 entries: atom 1 (H): 0.3221, atom 2 (H): 0.2055, atom 3 (Cl): -0.0407, atom 4 (Cl): 0.3225, atom 5 (C): -0.6052, atom 6 (N): -0.6105

=====

Least stable of them? run P.